{
  "formula": "C4H7P",
  "method": "ωB97M-V with the def2-TZVPD basis set",
  "symbols": ["C", "C", "C", "C", "P", "H", "H", "H", "H", "H", "H", "H"],
  "xyz": [[-2.056, 1.851, 1.101], [-0.941, 1.425, 0.425], [0.814, -0.689, -0.595], [1.720, -1.890, -0.718], [-0.273, -0.237, 0.965], [-2.667, 2.685, 0.848], [-2.515, 1.197, 1.864], [-0.517, 2.058, -0.238], [0.544, 0.071, -1.399], [2.134, -1.918, -1.754], [2.542, -1.716, -0.104], [1.214, -2.837, -0.394]],
  "atomic_forces_ev_per_a": [[1.1, -2.2, -0.5], [-2.9, -2.0, 3.8], [-3.9, 2.2, 3.5], [-1.6, 0.3, -1.7], [2.8, -0.3, -4.4], [0.1, 0.9, -0.2], [0.4, 0.3, -0.4], [1.5, 1.6, -2.4], [1.0, -1.3, 0.8], [-0.5, -0.5, 0.7], [1.5, 0.1, 1.3], [0.5, 0.8, -0.5]],
  "homo_energy_ha": [-0.291, -0.296],
  "orbital_gap_ev": [7.82, 7.74],
  "e_above_lowest_kj_mol": 232.0,
  "multiplicity": 1,
  "smiles": "C=C/P=C/C",
  "total_charge": 0
}


{
  "formula": "C10H20DyN2PS",
  "method": "ωB97M-V with the def2-TZVPD basis set",
  "symbols": ["C", "C", "C", "C", "C", "Dy", "P", "H", "H", "H", "H", "H", "H", "H", "H", "C", "C", "N", "C", "S", "N", "C", "C", "H", "H", "H", "H", "H", "H", "H", "H", "H", "H", "H", "H"],
  "xyz": [[-0.431, -1.116, -1.304], [0.913, -1.801, -1.427], [1.218, -2.675, -0.344], [0.123, -2.603, 0.565], [-1.013, -1.774, 0.004], [0.738, -0.315, 0.455], [-0.224, 1.958, -1.263], [-0.565, -0.370, -2.164], [1.647, -1.498, -2.302], [2.156, -3.217, -0.211], [-1.895, -1.612, 0.692], [0.119, -3.011, 1.689], [-1.573, 2.420, -1.307], [-0.026, 2.191, -2.638], [0.373, 3.219, -0.930], [-1.774, 3.355, 5.699], [-0.393, 3.250, 5.100], [-0.380, 2.268, 3.977], [-0.628, 2.462, 2.663], [-1.109, 1.050, 1.746], [-0.549, 3.688, 2.062], [-0.938, 4.983, 2.603], [0.272, 5.864, 2.811], [-2.504, 3.591, 4.908], [-1.821, 4.127, 6.471], [-2.039, 2.393, 6.175], [0.039, 4.227, 4.746], [0.349, 2.830, 5.835], [-0.559, 1.285, 4.257], [-0.723, 3.579, 1.036], [-1.536, 5.449, 1.812], [-1.573, 4.872, 3.460], [0.674, 6.146, 1.806], [0.044, 6.804, 3.305], [1.060, 5.388, 3.379]],
  "atomic_forces_ev_per_a": [[0.8, -3.3, -0.2], [0.1, 0.8, -2.3], [-1.4, 0.6, -0.2], [-1.7, -1.2, 0.6], [1.4, -0.8, -0.6], [4.0, 4.1, 2.5], [0.7, 0.7, -0.2], [-1.1, -1.6, 1.7], [-1.7, -1.0, 2.0], [-0.4, 0.3, 0.1], [0.9, 0.1, -1.5], [-0.2, 0.7, -2.9], [0.1, 0.0, 0.1], [0.0, -0.1, -0.2], [-0.4, 0.0, 0.0], [-0.3, -0.2, 0.1], [1.7, -0.2, -0.4], [-0.4, -0.1, 0.1], [-0.4, -0.2, -0.1], [-0.7, 1.5, 1.5], [-0.5, -1.7, -1.2], [0.4, 0.4, -0.9], [0.4, 0.8, -0.8], [0.1, -0.1, 0.4], [0.0, 0.0, -0.1], [-0.1, 0.4, -0.3], [-0.6, -1.1, 0.4], [-0.8, 0.6, -0.6], [0.2, 1.1, -0.4], [0.3, 0.2, 1.5], [-0.2, -0.1, 0.3], [-0.2, 0.0, 0.5], [-0.1, -0.3, 0.8], [-0.3, 0.1, 0.1], [0.2, -0.2, 0.0]],
  "homo_energy_ha": [-0.199, -0.114],
  "orbital_gap_ev": [5.60, 3.12],
  "multiplicity": 6,
  "s2": 9.7227,
  "total_charge": 0
}


{
  "formula": "C29H80O11",
  "method": "ωB97M-V with the def2-TZVPD basis set",
  "symbols": ["C", "C", "O", "H", "H", "H", "H", "H", "H", "C", "C", "O", "H", "H", "H", "H", "H", "H", "C", "C", "O", "H", "H", "H", "H", "H", "H", "C", "C", "O", "H", "H", "H", "H", "H", "H", "C", "C", "C", "O", "H", "H", "H", "H", "H", "H", "H", "H", "C", "C", "C", "O", "H", "H", "H", "H", "H", "H", "H", "H", "C", "C", "C", "O", "H", "H", "H", "H", "H", "H", "H", "H", "C", "C", "C", "O", "H", "H", "H", "H", "H", "H", "H", "H", "C", "C", "C", "O", "H", "H", "H", "H", "H", "H", "H", "H", "C", "C", "C", "O", "H", "H", "H", "H", "H", "H", "H", "H", "C", "C", "C", "O", "H", "H", "H", "H", "H", "H", "H", "H"],
  "xyz": [[0.909, -0.243, 0.289], [-0.483, -0.258, -0.214], [-1.099, 1.017, -0.006], [1.550, 0.475, -0.245], [1.429, -1.189, 0.153], [0.947, 0.102, 1.322], [-1.102, -1.022, 0.278], [-0.572, -0.512, -1.279], [-2.034, 0.970, -0.260], [-3.804, 0.824, 1.772], [-4.639, 1.061, 0.514], [-3.791, 1.078, -0.637], [-3.410, -0.192, 1.767], [-4.488, 0.901, 2.622], [-3.014, 1.562, 1.896], [-5.208, 1.989, 0.597], [-5.318, 0.205, 0.423], [-4.315, 1.428, -1.372], [0.500, -3.864, 1.096], [0.183, -4.977, 2.075], [-0.560, -4.443, 3.191], [1.187, -3.147, 1.538], [-0.424, -3.378, 0.778], [0.956, -4.314, 0.212], [1.099, -5.444, 2.445], [-0.419, -5.749, 1.587], [-1.212, -5.095, 3.460], [4.193, -4.028, 1.283], [4.493, -3.915, 2.746], [5.092, -5.150, 3.194], [3.462, -3.307, 0.927], [3.937, -5.035, 0.950], [5.096, -3.793, 0.700], [3.589, -3.745, 3.334], [5.191, -3.096, 2.930], [5.158, -5.126, 4.153], [-1.873, -1.343, 4.897], [-0.726, -0.670, 4.187], [0.251, -0.078, 5.163], [-0.088, -1.563, 3.263], [-1.495, -1.977, 5.706], [-2.468, -1.974, 4.231], [-2.571, -0.634, 5.343], [-1.118, 0.143, 3.562], [-0.251, 0.628, 5.823], [1.051, 0.474, 4.660], [0.758, -0.841, 5.762], [-0.549, -2.411, 3.245], [-0.866, -0.314, -5.985], [0.492, 0.080, -5.471], [0.444, 0.531, -4.010], [1.391, -1.058, -5.524], [-1.435, 0.591, -6.205], [-1.382, -0.952, -5.269], [-0.757, -0.878, -6.913], [0.970, 0.897, -6.017], [1.380, 0.986, -3.701], [0.198, -0.302, -3.350], [-0.412, 1.214, -3.946], [0.947, -1.787, -5.965], [1.668, 4.659, 1.722], [1.011, 3.344, 1.444], [0.320, 2.791, 2.685], [0.034, 3.529, 0.418], [2.308, 4.605, 2.605], [0.938, 5.459, 1.864], [2.320, 5.019, 0.918], [1.734, 2.591, 1.101], [-0.615, 3.349, 2.825], [0.867, 2.788, 3.626], [-0.051, 1.776, 2.495], [-0.329, 2.656, 0.187], [2.422, 4.668, -3.807], [1.961, 3.931, -2.573], [3.035, 3.127, -1.872], [1.306, 4.900, -1.753], [1.583, 5.233, -4.207], [2.839, 4.011, -4.573], [3.229, 5.363, -3.545], [1.154, 3.263, -2.922], [3.195, 2.194, -2.415], [2.746, 2.889, -0.849], [3.975, 3.685, -1.862], [1.060, 4.433, -0.938], [-4.051, 4.611, -1.626], [-4.070, 3.655, -2.801], [-2.732, 2.970, -3.033], [-5.078, 2.624, -2.543], [-4.212, 4.054, -0.700], [-4.825, 5.376, -1.683], [-3.078, 5.095, -1.511], [-4.370, 4.142, -3.731], [-2.203, 2.744, -2.111], [-2.118, 3.632, -3.649], [-2.900, 2.092, -3.660], [-5.884, 2.850, -3.014], [3.986, -0.475, 4.505], [3.417, -0.216, 3.131], [4.487, 0.126, 2.109], [2.743, -1.378, 2.643], [4.683, 0.313, 4.806], [4.570, -1.398, 4.513], [3.201, -0.593, 5.253], [2.705, 0.623, 3.164], [5.242, -0.669, 2.102], [5.001, 1.065, 2.306], [4.056, 0.115, 1.107], [1.799, -1.346, 2.858], [-3.723, -4.990, -2.711], [-3.042, -3.919, -3.546], [-2.038, -3.125, -2.721], [-2.385, -4.498, -4.688], [-4.723, -4.703, -2.372], [-3.166, -5.208, -1.795], [-3.873, -5.915, -3.268], [-3.769, -3.216, -3.950], [-1.442, -2.422, -3.292], [-1.407, -3.772, -2.099], [-2.605, -2.624, -1.919], [-1.874, -5.240, -4.349]],
  "atomic_forces_ev_per_a": [[1.2, 0.7, -0.1], [-1.5, -0.1, -0.6], [0.5, 0.0, 0.1], [-0.4, 0.0, -0.2], [-0.2, -0.2, 0.3], [-0.1, -0.5, 0.1], [0.3, 0.0, 0.3], [0.4, 0.1, 0.0], [-0.2, 0.1, -0.2], [-0.7, 0.1, -0.1], [0.5, -0.6, 0.3], [-0.1, 0.0, 0.4], [0.3, 0.1, 0.0], [0.1, 0.0, 0.1], [0.1, -0.1, -0.1], [0.0, 0.0, -0.1], [-0.3, 0.3, 0.0], [0.0, 0.1, -0.2], [-0.1, -0.5, 0.0], [-0.2, 0.1, 0.0], [0.0, 0.1, -0.2], [0.0, 0.1, -0.1], [0.1, 0.1, 0.1], [0.1, 0.1, 0.0], [0.0, 0.0, 0.0], [0.0, 0.0, 0.0], [0.0, 0.0, 0.1], [0.9, 0.2, -1.2], [-0.1, -0.6, 0.8], [0.0, 0.1, -0.3], [-0.2, 0.0, 0.3], [-0.3, 0.0, 0.4], [0.0, -0.1, 0.2], [0.0, 0.2, -0.1], [-0.1, 0.1, 0.0], [0.0, 0.1, 0.0], [-0.4, -0.5, 0.3], [-0.4, 0.2, -0.7], [0.8, 0.2, 0.0], [0.2, 0.3, 0.3], [0.0, -0.1, -0.1], [0.1, 0.1, -0.1], [0.2, 0.2, 0.0], [-0.1, 0.0, 0.1], [-0.1, 0.0, 0.1], [-0.2, 0.0, -0.1], [-0.3, -0.1, 0.0], [0.1, -0.2, 0.1], [0.1, 0.3, -0.5], [1.0, -0.9, 1.1], [-0.9, -0.1, -0.5], [-0.1, 0.3, -0.1], [-0.3, -0.2, 0.1], [-0.1, 0.1, 0.1], [-0.1, 0.1, -0.1], [-0.3, -0.1, -0.5], [0.0, 0.1, 0.1], [0.2, -0.1, -0.1], [0.4, 0.4, 0.3], [0.0, 0.1, 0.0], [0.7, 0.9, -0.2], [-0.3, -0.6, 0.4], [-1.2, -0.4, -0.1], [0.4, 0.2, 0.0], [-0.1, -0.1, 0.1], [-0.2, -0.2, 0.2], [-0.2, -0.3, -0.1], [0.2, 0.2, 0.0], [0.3, 0.2, 0.2], [0.3, 0.1, -0.2], [0.3, 0.0, 0.0], [-0.1, -0.2, 0.0], [0.7, 0.2, 0.1], [-1.3, 0.0, -0.5], [0.1, 0.2, -0.2], [0.8, -0.1, 0.2], [0.0, 0.0, -0.1], [-0.2, -0.2, 0.0], [-0.2, 0.1, 0.0], [0.3, -0.3, 0.2], [0.1, 0.0, 0.1], [0.0, 0.0, 0.0], [0.0, 0.0, 0.2], [-0.5, 0.1, 0.0], [0.1, 0.2, 0.3], [-0.3, -0.4, 0.1], [-0.2, 0.3, -0.7], [0.2, 0.2, -0.1], [0.0, -0.1, -0.1], [0.0, 0.0, -0.1], [-0.1, 0.1, -0.2], [0.1, 0.2, 0.1], [0.0, -0.2, 0.0], [0.2, 0.1, 0.3], [0.1, -0.2, 0.3], [0.0, 0.0, 0.1], [0.4, -0.1, 0.3], [-0.2, 0.1, -0.5], [0.3, -0.6, -0.1], [0.1, 0.0, 0.1], [-0.2, 0.1, 0.1], [-0.1, 0.0, -0.2], [0.0, 0.1, 0.0], [0.0, 0.0, 0.1], [0.0, 0.1, 0.1], [-0.1, 0.1, 0.0], [-0.1, 0.3, 0.0], [0.0, 0.0, 0.2], [-0.6, -0.1, 0.5], [0.8, 0.0, -0.3], [-0.7, -0.2, 1.3], [-0.2, 0.1, 0.2], [0.1, 0.2, -0.1], [0.1, -0.1, -0.1], [0.2, 0.1, -0.1], [-0.1, -0.1, -0.2], [0.0, 0.1, -0.1], [0.3, -0.2, -0.6], [0.1, 0.4, -0.4], [0.1, 0.0, -0.1]],
  "homo_energy_ha": -0.342,
  "orbital_gap_ev": 9.62,
  "e_above_lowest_kj_mol": 60.0,
  "multiplicity": 1,
  "smiles": "CC(C)O.CC(C)O.CC(C)O.CC(C)O.CC(C)O.CC(C)O.CC(C)O.CCO.CCO.CCO.CCO",
  "total_charge": 0
}


{
  "formula": "C20H37N3OOsP",
  "method": "ωB97M-V with the def2-TZVPD basis set",
  "symbols": ["C", "C", "C", "C", "H", "H", "H", "H", "H", "H", "H", "H", "H", "C", "C", "C", "H", "C", "C", "H", "H", "H", "H", "C", "C", "C", "H", "C", "C", "H", "H", "H", "H", "Os", "C", "N", "C", "P", "O", "N", "C", "C", "N", "C", "C", "H", "H", "H", "H", "H", "H", "H", "H", "H", "H", "H", "H", "H", "H", "H", "H", "H", "H"],
  "xyz": [[-2.325, -5.218, -1.129], [-1.445, -5.865, -0.160], [-3.722, -4.997, -0.784], [-1.925, -5.176, -2.533], [-4.343, -5.910, -0.923], [-4.208, -4.212, -1.407], [-3.868, -4.700, 0.280], [-1.548, -6.973, -0.169], [-1.651, -5.558, 0.889], [-0.366, -5.668, -0.350], [-2.149, -6.129, -3.064], [-0.832, -5.013, -2.670], [-2.447, -4.385, -3.112], [-0.881, 0.224, 2.032], [-2.147, -0.380, 1.725], [-1.946, -1.793, 1.669], [-3.074, 0.142, 1.636], [-0.564, -2.074, 1.942], [0.107, -0.836, 2.158], [1.129, -0.693, 2.439], [-0.692, 1.280, 2.220], [-2.729, -2.543, 1.523], [-0.122, -3.060, 2.020], [-0.373, 0.103, -2.481], [-1.282, 0.979, -1.781], [-2.482, 0.254, -1.482], [-1.108, 2.031, -1.565], [-2.312, -1.068, -2.013], [-1.013, -1.156, -2.631], [-0.615, -2.013, -3.153], [0.589, 0.383, -2.866], [-3.354, 0.654, -1.024], [-3.070, -1.852, -2.018], [-0.785, -0.730, -0.163], [1.444, 3.300, -2.129], [1.092, 3.441, -0.658], [-0.266, 4.148, -0.561], [1.428, 2.111, 0.333], [0.612, 0.995, -0.096], [3.115, 1.826, 0.038], [3.815, 0.685, 0.804], [4.032, 3.035, 0.098], [1.159, 2.712, 2.035], [1.929, 2.067, 3.184], [1.314, 4.197, 2.272], [0.651, 2.750, -2.666], [2.369, 2.750, -2.214], [1.555, 4.269, -2.609], [-0.849, 3.660, 0.227], [-0.134, 5.202, -0.323], [-0.836, 4.128, -1.497], [3.155, -0.168, 0.806], [4.763, 0.434, 0.368], [4.003, 1.032, 1.841], [5.015, 2.826, -0.290], [3.583, 3.822, -0.473], [4.124, 3.348, 1.156], [2.926, 2.511, 3.252], [1.409, 2.183, 4.116], [2.044, 0.985, 2.974], [2.339, 4.488, 1.968], [0.593, 4.748, 1.687], [1.167, 4.467, 3.302]],
  "atomic_forces_ev_per_a": [[0.3, 0.5, 0.1], [1.1, -0.5, 1.1], [-1.6, 0.5, 0.5], [0.6, 0.2, -1.5], [0.2, 0.3, 0.0], [0.3, -0.4, 0.3], [0.2, -0.2, -0.6], [0.0, 0.3, 0.0], [0.0, -0.1, -0.5], [-0.6, -0.1, 0.0], [0.1, 0.3, 0.2], [-0.6, -0.1, 0.2], [0.2, -0.4, 0.3], [0.4, -1.2, -0.1], [0.9, -1.0, 0.7], [-0.5, 0.2, 0.0], [-0.4, 0.1, -0.1], [0.1, 0.6, -1.0], [-1.9, 0.5, 0.1], [0.3, -0.1, -0.1], [-0.1, -0.4, -0.3], [0.4, 0.4, -0.1], [-0.1, 0.2, -0.1], [-1.4, 0.4, 0.1], [0.1, -0.9, -0.3], [0.9, -0.9, -1.4], [-0.1, -0.6, 0.1], [-0.3, 0.3, 0.2], [-0.1, 0.3, 1.2], [0.0, 0.0, 0.1], [0.2, -0.1, 0.1], [-0.5, 0.1, 0.3], [0.4, 0.2, 0.1], [-0.1, 0.6, 0.1], [-0.4, -0.5, 1.0], [-1.0, 0.7, -0.9], [1.0, -0.7, 0.7], [3.0, 4.0, 1.4], [0.2, -2.0, 0.5], [0.6, -0.1, 0.8], [-1.6, 1.8, 0.2], [-1.5, -0.7, 1.1], [0.5, 0.0, -0.5], [-0.1, -0.9, -2.3], [0.7, -0.8, -1.6], [0.3, 0.2, 0.2], [0.3, -0.1, -0.1], [0.0, 0.2, 0.3], [-0.1, 0.3, -0.1], [0.2, 0.0, 0.1], [0.3, -0.4, 0.0], [-0.1, -0.4, 0.0], [0.3, 0.0, -0.6], [0.0, -0.4, -0.5], [0.2, -0.5, -0.2], [-0.1, 0.5, -0.2], [0.2, 0.1, -0.5], [0.0, 0.0, 0.1], [-0.4, 0.2, 0.3], [0.0, 0.7, 0.3], [-0.5, 0.2, 0.3], [0.0, 0.2, -0.1], [-0.1, -0.3, 0.6]],
  "homo_energy_ha": [-0.331, -0.421],
  "orbital_gap_ev": [5.82, 7.40],
  "multiplicity": 5,
  "s2": 6.0276,
  "total_charge": 1
}


{
  "formula": "C4H5NO2",
  "method": "ωB97M-V with the def2-TZVPD basis set",
  "symbols": ["O", "C", "C", "C", "N", "C", "O", "H", "H", "H", "H", "H"],
  "xyz": [[-1.881, -1.274, -1.832], [-1.200, -0.446, -1.281], [-0.237, -0.797, -0.184], [1.195, -0.272, -0.332], [0.304, 0.224, 0.631], [0.071, 1.178, 1.574], [0.895, 1.963, 1.982], [-1.218, 0.631, -1.567], [-0.387, -1.784, 0.260], [1.432, 0.378, -1.178], [1.999, -0.932, -0.004], [-0.972, 1.131, 1.931]],
  "atomic_forces_ev_per_a": [[0.3, 0.5, 0.3], [-0.1, -0.3, -0.1], [-0.2, -0.2, 0.0], [0.2, 0.0, -0.1], [0.0, 0.2, 0.2], [0.1, 0.0, 0.0], [-0.3, -0.3, -0.2], [0.0, -0.2, 0.0], [0.1, 0.2, -0.2], [-0.1, -0.2, 0.1], [-0.1, 0.1, 0.0], [0.1, 0.0, 0.0]],
  "homo_energy_ha": -0.371,
  "orbital_gap_ev": 10.59,
  "e_above_lowest_kj_mol": 201.9,
  "multiplicity": 1,
  "smiles": "O=C[C@H]1CN1C=O",
  "total_charge": 0
}


{
  "formula": "C3H5GaO2",
  "method": "ωB97M-V with the def2-TZVPD basis set",
  "symbols": ["H", "O", "C", "O", "C", "H", "H", "C", "H", "H", "Ga"],
  "xyz": [[-0.413, -1.248, 1.222], [0.164, 0.905, -0.797], [0.780, -0.176, -0.464], [1.331, -0.069, 0.727], [0.600, -0.490, 1.873], [1.300, -0.928, 2.586], [0.085, 0.367, 2.315], [-0.881, 0.644, -1.837], [-1.721, 1.288, -1.535], [-0.471, 1.070, -2.766], [-0.774, -1.363, -1.325]],
  "atomic_forces_ev_per_a": [[2.8, 1.6, 2.8], [0.1, -0.3, -0.6], [-1.1, 0.7, 2.9], [1.6, 0.3, -1.5], [-3.0, -1.6, -2.2], [-0.5, -0.6, -0.4], [-0.1, -0.2, -0.3], [0.4, 1.2, -0.3], [0.1, -0.6, 0.0], [-0.3, -0.6, 0.1], [-0.1, 0.1, -0.6]],
  "homo_energy_ha": [-0.508, -0.560],
  "orbital_gap_ev": [7.94, 8.01],
  "e_above_lowest_kj_mol": 82.0,
  "multiplicity": 2,
  "s2": 0.7615,
  "total_charge": 1
}


Among the records above, which one has the highest multiplicity?
C10H20DyN2PS